(1)
{"formula": "C56H50CuN3O5P2Se", "method": "wB97M-V/def2-TZVPD", "multiplicity": 2, "homo_lumo_gap_ev": [6.35, 6.25], "charge": 1, "largest_force_ev_per_a": 1.0, "lumo_energy_ev": [-3.166, -3.233], "homo_ev": [-9.514, -9.482], "elements": ["Cu", "O", "C", "O", "C", "C", "C", "C", "C", "C", "P", "C", "C", "C", "C", "C", "C", "C", "C", "C", "C", "C", "C", "H", "H", "H", "H", "H", "H", "H", "H", "H", "H", "H", "H", "H", "H", "C", "N", "C", "C", "N", "C", "C", "Se", "H", "H", "H", "H", "H", "H", "H", "H", "C", "O", "C", "C", "C", "C", "C", "C", "N", "C", "C", "C", "C", "C", "C", "C", "O", "H", "H", "H", "H", "H", "H", "H", "H", "H", "H", "H", "H", "H", "O", "P", "C", "C", "C", "C", "C", "C", "C", "C", "C", "C", "C", "C", "C", "C", "C", "C", "C", "C", "H", "H", "H", "H", "H", "H", "H", "H", "H", "H", "H", "H", "H", "H", "H"], "xyz": [[0.252, -0.881, 0.520], [0.066, -0.117, 3.811], [0.971, -0.595, 3.164], [0.867, -1.433, 2.164], [2.423, -0.313, 3.466], [2.875, -0.118, 4.764], [4.232, -0.011, 5.017], [5.143, -0.063, 3.969], [4.698, -0.206, 2.665], [3.334, -0.326, 2.404], [2.760, -0.500, 0.671], [3.812, -1.892, 0.136], [4.632, -1.877, -0.987], [5.375, -3.001, -1.318], [5.294, -4.150, -0.546], [4.484, -4.165, 0.583], [3.742, -3.047, 0.919], [3.450, 0.984, -0.161], [3.183, 1.122, -1.526], [3.556, 2.268, -2.206], [4.184, 3.305, -1.531], [4.439, 3.185, -0.174], [4.063, 2.039, 0.512], [2.154, -0.090, 5.571], [4.590, 0.097, 6.032], [6.205, -0.003, 4.169], [5.409, -0.241, 1.848], [4.707, -0.989, -1.601], [6.036, -2.974, -2.175], [5.855, -5.031, -0.828], [4.439, -5.050, 1.205], [3.097, -3.057, 1.791], [2.672, 0.319, -2.050], [3.351, 2.361, -3.265], [4.463, 4.207, -2.058], [4.927, 3.990, 0.359], [4.253, 1.976, 1.573], [-1.427, -5.589, -1.011], [-1.920, -5.555, 0.347], [-2.234, -6.665, 1.104], [-2.738, -6.221, 2.273], [-2.737, -4.844, 2.224], [-3.236, -3.969, 3.263], [-2.232, -4.435, 1.042], [-2.092, -2.690, 0.457], [-2.226, -5.879, -1.695], [-0.606, -6.299, -1.098], [-1.075, -4.595, -1.277], [-2.081, -7.666, 0.744], [-3.099, -6.765, 3.127], [-3.875, -4.543, 3.928], [-3.805, -3.161, 2.806], [-2.416, -3.532, 3.831], [-2.826, 3.616, -4.279], [-2.007, 2.487, -4.009], [-2.625, 1.299, -3.766], [-3.982, 1.126, -3.579], [-4.499, -0.150, -3.417], [-3.671, -1.258, -3.445], [-2.308, -1.093, -3.614], [-1.781, 0.179, -3.770], [-0.453, 0.441, -4.153], [0.630, -0.304, -4.159], [1.006, -1.428, -3.397], [1.974, -2.285, -3.995], [2.414, -3.417, -3.384], [1.909, -3.752, -2.114], [1.049, -2.917, -1.462], [0.598, -1.692, -2.030], [-0.070, -0.838, -1.337], [-2.158, 4.381, -4.666], [-3.311, 3.978, -3.371], [-3.583, 3.375, -5.029], [-4.650, 1.974, -3.566], [-5.562, -0.272, -3.262], [-4.092, -2.247, -3.350], [-1.652, -1.949, -3.660], [-0.390, 1.338, -4.623], [1.352, 0.011, -4.908], [2.313, -2.034, -4.994], [3.131, -4.067, -3.864], [2.231, -4.674, -1.647], [0.677, -3.154, -0.471], [-0.756, 0.899, 0.877], [-1.505, 2.168, 1.107], [-3.294, 1.999, 0.903], [-3.837, 0.731, 1.067], [-5.211, 0.557, 1.065], [-6.047, 1.649, 0.885], [-5.506, 2.917, 0.708], [-4.132, 3.097, 0.720], [-1.276, 2.825, 2.776], [-2.353, 3.130, 3.601], [-2.126, 3.634, 4.873], [-0.828, 3.828, 5.321], [0.248, 3.509, 4.503], [0.027, 3.006, 3.234], [-0.935, 3.438, -0.048], [-0.382, 3.012, -1.252], [0.059, 3.948, -2.174], [-0.056, 5.303, -1.896], [-0.609, 5.728, -0.696], [-1.046, 4.797, 0.233], [-3.166, -0.107, 1.198], [-5.632, -0.429, 1.217], [-7.122, 1.519, 0.888], [-6.160, 3.771, 0.577], [-3.712, 4.090, 0.607], [-3.365, 2.975, 3.253], [-2.965, 3.877, 5.511], [-0.656, 4.220, 6.314], [1.258, 3.660, 4.859], [0.860, 2.745, 2.591], [-0.292, 1.947, -1.438], [0.504, 3.627, -3.107], [0.301, 6.034, -2.610], [-0.689, 6.786, -0.481], [-1.455, 5.119, 1.183]]}

(2)
{"formula": "C24H24BrN4NbO3S", "method": "wB97M-V/def2-TZVPD", "homo_lumo_gap_ev": [3.73, 3.73], "charge": 4, "largest_force_ev_per_a": 4.4, "lumo_energy_ev": [-16.014, -16.017], "homo_ev": [-19.744, -19.744], "elements": ["Nb", "O", "S", "O", "N", "C", "C", "C", "C", "C", "C", "C", "C", "N", "C", "C", "C", "C", "C", "C", "C", "H", "H", "H", "H", "H", "H", "H", "H", "H", "H", "H", "Br", "C", "C", "C", "C", "N", "C", "H", "H", "H", "H", "C", "N", "C", "C", "C", "O", "H", "H", "H", "H", "H", "H", "H", "H", "H"], "xyz": [[-8.877, -13.682, -10.928], [-6.381, -13.479, -10.185], [-6.625, -12.125, -9.571], [-6.066, -10.929, -10.132], [-8.290, -12.167, -9.644], [-9.264, -11.125, -9.361], [-9.088, -9.878, -8.859], [-10.139, -8.892, -8.905], [-11.398, -9.275, -9.412], [-11.682, -10.642, -9.848], [-12.954, -11.237, -9.961], [-13.070, -12.619, -10.196], [-11.922, -13.377, -10.447], [-10.642, -12.866, -10.224], [-10.518, -11.520, -9.817], [-6.175, -12.189, -7.886], [-7.007, -12.861, -7.069], [-6.679, -13.096, -5.748], [-5.629, -12.343, -5.236], [-4.737, -11.649, -6.042], [-5.027, -11.517, -7.406], [-8.073, -9.649, -8.470], [-9.837, -7.866, -8.738], [-12.145, -8.536, -9.588], [-13.888, -10.729, -9.943], [-14.061, -13.126, -10.203], [-11.907, -14.424, -10.734], [-7.899, -13.290, -7.490], [-7.167, -13.828, -5.155], [-5.423, -12.429, -4.169], [-3.817, -11.235, -5.721], [-4.435, -10.919, -8.135], [-5.398, -10.102, -13.777], [-6.905, -11.179, -13.349], [-8.212, -10.534, -13.230], [-9.359, -11.329, -13.220], [-9.265, -12.675, -12.817], [-7.905, -13.184, -12.570], [-6.772, -12.487, -12.993], [-8.156, -9.424, -13.370], [-10.326, -10.950, -13.606], [-9.924, -13.411, -13.272], [-5.869, -13.064, -13.125], [-6.563, -16.637, -11.984], [-6.606, -16.464, -10.518], [-5.417, -16.768, -9.759], [-7.770, -16.115, -9.962], [-8.132, -16.559, -8.553], [-8.757, -15.590, -10.719], [-5.783, -17.383, -12.193], [-6.279, -15.781, -12.531], [-7.547, -16.939, -12.300], [-5.372, -17.738, -9.171], [-5.188, -15.917, -9.065], [-4.522, -16.724, -10.433], [-7.297, -16.352, -7.908], [-8.270, -17.637, -8.529], [-9.092, -16.046, -8.261]]}

(3)
{"formula": "C27H28Ca2N2O15", "method": "wB97M-V/def2-TZVPD", "homo_lumo_gap_ev": 6.42, "charge": 0, "largest_force_ev_per_a": 12.0, "lumo_energy_ev": -1.377, "homo_ev": -7.793, "elements": ["Ca", "Ca", "C", "O", "O", "O", "C", "O", "O", "O", "C", "O", "N", "N", "H", "H", "H", "H", "C", "C", "C", "C", "C", "C", "O", "O", "H", "H", "H", "H", "H", "H", "C", "C", "C", "C", "C", "C", "O", "O", "H", "H", "H", "H", "H", "H", "C", "C", "C", "C", "C", "C", "O", "O", "H", "H", "H", "H", "H", "H", "C", "C", "C", "C", "C", "C", "O", "O", "H", "H", "H", "H", "H", "H"], "xyz": [[22.741, -3.967, -6.624], [20.796, -7.273, -6.504], [22.851, -6.095, -4.974], [22.838, -7.230, -5.203], [23.875, -5.360, -5.059], [21.797, -5.551, -5.237], [21.122, -4.856, -8.715], [20.039, -5.116, -9.165], [21.548, -3.675, -8.595], [21.708, -5.686, -8.017], [21.643, -3.483, -1.212], [21.153, -2.631, -0.499], [21.269, -3.783, -2.432], [22.586, -4.318, -0.847], [21.661, -4.507, -3.018], [20.408, -3.390, -2.783], [23.089, -4.915, -1.487], [22.969, -4.060, 0.052], [24.773, -12.594, -4.081], [24.016, -11.553, -3.489], [24.095, -10.247, -4.015], [24.923, -9.990, -5.085], [25.612, -11.031, -5.714], [25.564, -12.344, -5.200], [26.067, -13.437, -5.884], [23.267, -9.359, -3.399], [24.861, -13.553, -3.593], [23.404, -11.728, -2.617], [24.922, -9.056, -5.629], [26.204, -10.878, -6.604], [26.798, -13.260, -6.481], [23.455, -8.517, -3.820], [20.678, -13.281, -6.990], [21.275, -12.178, -6.422], [20.421, -11.107, -6.021], [19.053, -11.289, -6.061], [18.430, -12.483, -6.513], [19.283, -13.456, -7.059], [18.874, -14.543, -7.655], [20.948, -9.931, -5.350], [21.341, -14.039, -7.381], [22.277, -11.990, -6.067], [18.381, -10.463, -5.882], [17.360, -12.617, -6.579], [18.517, -15.131, -6.985], [21.905, -9.865, -5.384], [28.168, -3.363, -5.561], [27.138, -4.252, -5.570], [27.371, -5.654, -5.588], [28.694, -6.098, -5.381], [29.737, -5.186, -5.243], [29.458, -3.803, -5.382], [30.364, -2.842, -5.410], [26.313, -6.522, -5.806], [27.882, -2.322, -5.578], [26.135, -3.851, -5.570], [28.811, -7.161, -5.232], [30.747, -5.549, -5.123], [30.018, -1.948, -5.373], [25.521, -6.063, -5.516], [25.936, -1.917, -2.389], [25.447, -3.133, -2.762], [25.897, -4.236, -2.069], [26.917, -4.177, -1.089], [27.433, -2.889, -0.741], [26.969, -1.786, -1.468], [27.422, -0.520, -1.155], [25.310, -5.413, -2.351], [25.595, -1.009, -2.865], [24.564, -3.073, -3.381], [27.248, -4.979, -0.445], [28.188, -2.761, 0.021], [28.242, -0.523, -0.655], [24.907, -5.329, -3.219]]}

(4)
{"formula": "C35H55FN3O6", "method": "wB97M-V/def2-TZVPD", "homo_lumo_gap_ev": 7.83, "charge": 1, "largest_force_ev_per_a": 2.3, "lumo_energy_ev": -3.083, "homo_ev": -10.913, "elements": ["C", "C", "C", "C", "O", "C", "C", "C", "C", "C", "C", "C", "C", "C", "O", "C", "C", "C", "C", "C", "C", "N", "C", "C", "C", "C", "C", "C", "O", "C", "O", "C", "C", "C", "F", "H", "H", "H", "H", "H", "H", "H", "H", "H", "H", "H", "H", "H", "H", "H", "H", "H", "H", "H", "H", "H", "H", "H", "H", "H", "H", "H", "H", "H", "H", "H", "H", "H", "H", "H", "H", "H", "H", "H", "H", "H", "C", "O", "N", "C", "C", "H", "H", "H", "H", "H", "H", "H", "C", "O", "N", "C", "C", "H", "H", "H", "H", "H", "H", "H"], "xyz": [[-1.900, 0.488, 2.101], [-0.955, 0.211, 1.430], [0.297, -0.153, 0.751], [0.437, 0.504, -0.637], [0.829, 1.828, -0.726], [1.995, 2.168, 0.065], [1.541, 2.856, 1.346], [0.915, 4.225, 1.027], [2.667, 3.064, 2.404], [2.201, 2.544, 3.798], [4.003, 2.375, 2.080], [1.261, -0.554, -1.494], [0.139, -1.508, -1.955], [0.722, -2.344, -3.110], [0.704, -3.737, -2.845], [1.203, -4.041, -1.586], [2.541, -3.928, -1.240], [2.932, -4.232, 0.057], [2.036, -4.637, 1.034], [0.689, -4.741, 0.684], [0.298, -4.453, -0.614], [-0.974, -0.555, -2.270], [-2.030, -0.865, -3.246], [-3.445, -0.533, -2.767], [-4.045, -1.728, -1.954], [-4.491, -1.297, -0.530], [-3.717, -2.138, 0.511], [-4.462, -2.138, 1.838], [-3.607, -2.380, 2.961], [-2.830, -3.497, 2.815], [-1.655, -3.472, 3.036], [-3.499, -4.784, 2.460], [-4.615, -5.161, 3.134], [-0.791, 0.480, -1.545], [-1.580, 1.504, -1.583], [-2.650, 0.539, 2.857], [1.117, 0.107, 1.419], [0.288, -1.244, 0.698], [2.596, 2.876, -0.506], [2.582, 1.264, 0.234], [0.732, 2.276, 1.796], [1.649, 4.879, 0.557], [0.511, 4.658, 1.940], [0.078, 4.084, 0.336], [2.816, 4.135, 2.541], [1.363, 1.847, 3.708], [1.870, 3.359, 4.439], [3.020, 2.000, 4.267], [4.749, 2.761, 2.779], [3.884, 1.307, 2.287], [4.373, 2.554, 1.068], [1.974, -1.059, -0.850], [1.660, 0.062, -2.301], [-0.288, -2.070, -1.129], [0.152, -2.174, -4.026], [1.749, -2.035, -3.313], [3.271, -3.600, -1.971], [3.976, -4.132, 0.334], [2.326, -4.860, 2.050], [-0.047, -5.045, 1.418], [-0.754, -4.523, -0.878], [-1.826, -0.363, -4.194], [-1.968, -1.931, -3.456], [-3.530, 0.419, -2.253], [-4.064, -0.442, -3.662], [-3.285, -2.507, -1.906], [-4.926, -2.087, -2.481], [-4.345, -0.229, -0.370], [-5.562, -1.484, -0.424], [-3.588, -3.138, 0.091], [-2.724, -1.690, 0.595], [-4.901, -1.151, 1.982], [-5.288, -2.851, 1.780], [-3.060, -5.373, 1.659], [-5.505, -4.539, 3.139], [-4.632, -6.117, 3.651], [-5.720, 2.113, -3.907], [-6.673, 1.880, -3.192], [-5.771, 2.277, -5.242], [-4.588, 2.553, -6.033], [-7.062, 2.174, -5.908], [-4.698, 2.214, -3.496], [-4.701, 3.508, -6.549], [-4.446, 1.764, -6.774], [-3.708, 2.601, -5.393], [-7.744, 2.922, -5.505], [-7.491, 1.188, -5.729], [-6.939, 2.329, -6.976], [7.227, 3.732, 3.392], [6.220, 3.576, 4.060], [8.445, 3.278, 3.726], [9.609, 3.496, 2.888], [8.598, 2.543, 4.973], [7.215, 4.276, 2.432], [10.031, 2.536, 2.586], [10.363, 4.058, 3.442], [9.334, 4.057, 1.998], [7.962, 1.658, 4.959], [8.292, 3.171, 5.810], [9.635, 2.245, 5.101]]}